No. 1
26
Properties=species:S:1:pos:R:3 method="wB97M-V/def2-TZVPD" energy_ev=-15473.2875 relative_energy_kcal_mol=67.4 total_charge=+2 homo_energy_ha=-0.577 mol_weight_g_mol=170.22 homo_lumo_gap_ev=8.629
C 12.80 -1.55 0.48
C -11.92 0.51 -1.16
C -12.39 1.15 0.23
C -11.70 -0.99 0.69
C 11.81 1.68 -1.30
C 12.40 -0.66 -0.45
C 11.98 0.79 0.00
N 12.75 -2.43 1.43
N -11.41 -0.68 -0.66
N -12.62 0.10 1.07
N -13.55 0.09 1.84
O -12.03 0.84 -2.27
H -11.61 1.87 0.55
H -13.29 1.79 0.05
H -12.26 -2.09 0.85
H -10.85 -1.02 1.30
H 11.62 0.88 -2.09
H 12.70 2.18 -1.35
H 11.05 2.38 -1.10
H 11.44 -1.02 -0.78
H 13.04 -0.37 -1.30
H 12.69 1.29 0.63
H 11.00 0.72 0.50
H -11.14 -1.51 -1.19
H 13.33 -3.24 1.69
H -13.85 -0.73 2.33

=====

No. 2
27
Properties=species:S:1:pos:R:3 method="wB97M-V/def2-TZVPD" energy_ev=-26454.6119 relative_energy_kcal_mol=31.4 total_charge=-2 homo_energy_ha=0.029 mol_weight_g_mol=207.17 homo_lumo_gap_ev=5.287
C 2.35 1.87 -1.00
C 0.09 -2.56 -0.27
C -0.09 0.21 2.14
C 2.26 2.61 1.42
C 0.36 -1.07 -0.62
C -1.14 0.23 0.98
C -0.70 -0.01 -0.52
N 2.59 2.32 0.07
O -2.85 -1.74 -0.94
O -3.20 0.82 -1.47
O 2.44 1.46 -2.12
O -1.74 -0.78 -2.93
P -2.32 -0.43 -1.38
H -1.07 -2.69 -0.48
H 0.14 -2.68 0.87
H 0.59 -3.44 -0.75
H -0.63 0.11 2.98
H 0.58 1.05 1.99
H 0.60 -0.77 2.07
H -0.15 0.84 -0.86
H 3.05 2.30 2.18
H 2.08 3.72 1.48
H 0.64 -1.04 -1.63
H 1.31 -0.76 -0.02
H -1.62 1.11 1.12
H -1.89 -0.70 1.14
H -1.66 0.03 -3.42

=====

No. 3
28
Properties=species:S:1:pos:R:3 method="wB97M-V/def2-TZVPD" smiles="COP(=O)(OC)C(=O)C(C)C.C#[N+][O-]" energy_ev=-28499.6084 relative_energy_kcal_mol=14.0 homo_energy_ha=-0.343 mol_weight_g_mol=223.17 homo_lumo_gap_ev=10.043
C -0.19 3.42 -0.78
O -0.71 2.19 -0.24
P -0.26 0.76 -0.96
O -0.70 0.66 -2.36
O 1.27 0.98 -0.69
C 2.17 0.15 -1.35
C -0.98 -0.43 0.31
O -2.08 -0.92 0.26
C 0.04 -0.72 1.39
C -0.38 0.42 2.38
C -0.10 -2.06 2.04
H -0.36 3.39 -1.83
H 0.85 3.40 -0.55
H -0.75 4.13 -0.19
H 3.19 0.39 -0.88
H 2.31 0.37 -2.39
H 1.91 -0.85 -1.27
H 1.04 -0.60 1.05
H -1.44 0.46 2.40
H -0.02 1.42 1.93
H 0.02 0.13 3.43
H -0.29 -2.83 1.25
H -0.70 -2.10 2.89
H 0.83 -2.43 2.39
C -1.65 -2.48 -2.40
N -0.66 -2.39 -1.81
O 0.25 -2.00 -1.17
H -2.61 -2.45 -2.84